1.
ORCA calculation (ωB97M-V/def2-TZVPD) on a cluster of 3 separate species, C34H87B2N7O10P3 in total.

CARTESIAN COORDINATES (ANGSTROEM)
C1 5.19697 0.61083 0.24788
C2 6.17931 -0.52046 -0.07181
C3 5.52717 -1.61148 -0.94362
C4 5.94429 -1.58221 -2.41233
C5 5.21531 -0.51802 -3.25868
C6 4.75556 -1.05820 -4.62062
C7 3.28907 -1.52334 -4.57696
C8 2.26906 -0.47879 -5.07638
C9 1.43229 0.17030 -3.95447
C10 -0.00585 0.51236 -4.33974
P1 -1.17246 -0.95854 -4.07245
C11 -0.98763 -1.73122 -5.79138
C12 -0.14003 -3.01089 -5.83967
C13 -0.93405 -4.32862 -5.79664
C14 -0.85121 -5.02706 -4.43465
C15 0.36972 -5.94720 -4.28784
O1 0.04494 -7.32054 -4.10113
C16 -0.48292 -7.59262 -2.82785
O2 -2.62168 -0.13501 -4.58434
C17 -2.89696 1.23551 -4.57466
C18 -3.17580 1.89689 -3.22871
O3 -2.02084 2.52115 -2.70741
C19 -2.22178 3.22565 -1.51212
C20 -2.69737 2.36902 -0.35468
O4 -1.36903 -0.49884 -2.35227
C21 -1.50950 -1.67129 -1.61584
B1 -1.64326 -1.45923 -0.05689
N1 -0.46744 -1.00111 0.72011
O5 -2.81202 -1.73630 0.66705
C22 -2.58726 -2.44120 -2.35053
B2 -4.07611 -1.89958 -2.23237
O6 -4.46544 -0.85357 -1.39217
O7 -5.04030 -2.47377 -3.04206
O8 -2.22728 -2.33900 -3.72218
H1 4.60437 0.85188 -0.63170
H2 4.51115 0.28331 1.03007
H3 5.69952 1.50258 0.62035
H4 7.03548 -0.08848 -0.58969
H5 6.49991 -0.98581 0.85806
H6 5.85150 -2.57620 -0.54599
H7 4.44156 -1.58519 -0.83899
H8 7.02529 -1.45867 -2.48808
H9 5.69503 -2.55994 -2.82926
H10 5.85611 0.35623 -3.38486
H11 4.34258 -0.18350 -2.69701
H12 5.38408 -1.89480 -4.93197
H13 4.89903 -0.27524 -5.36637
H14 3.07057 -1.78128 -3.53905
H15 3.16673 -2.44925 -5.14044
H16 2.85199 0.32666 -5.52817
H17 1.63977 -0.88594 -5.86412
H18 1.92727 1.12091 -3.71380
H19 1.47890 -0.40493 -3.02867
H20 -0.30602 1.37810 -3.76047
H21 -0.00717 0.82923 -5.38799
H22 -0.00905 -1.70214 -3.61180
H23 -1.98493 -1.96992 -6.15802
H24 -0.56118 -1.01768 -6.49908
H25 0.41470 -3.00019 -6.78528
H26 0.62544 -3.03080 -5.05821
H27 -1.98474 -4.11128 -5.98432
H28 -0.59831 -5.04283 -6.55315
H29 -1.75423 -5.61691 -4.26495
H30 -0.82088 -4.28015 -3.64461
H31 1.02427 -5.86023 -5.15405
H32 0.95985 -5.63562 -3.41700
H33 -0.14389 -6.87357 -2.07770
H34 -0.13240 -8.57969 -2.52299
H35 -1.57510 -7.62068 -2.84479
H36 -3.85963 1.31555 -5.09922
H37 -2.24023 1.87186 -5.17936
H38 -3.94560 2.67448 -3.35637
H39 -3.59702 1.13149 -2.57372
H40 -2.89678 4.08206 -1.65848
H41 -1.25077 3.64372 -1.24377
H42 -3.73918 2.07731 -0.49647
H43 -2.13622 1.43472 -0.32099
H44 -2.60465 2.88653 0.59718
H45 -0.61043 -2.33226 -1.67770
H46 0.21354 -1.75198 0.79452
H47 0.00199 -0.27783 0.17801
H48 -2.74482 -2.56752 1.15307
H49 -2.62619 -3.52435 -2.13645
H50 -4.68151 -1.12473 -0.49358
H51 -5.84267 -2.60741 -2.52336
O9 -1.09548 4.79342 1.47735
P2 0.10850 5.01762 2.29162
N2 -0.35539 4.90592 3.90583
C23 0.37929 5.45792 5.02050
C24 -0.93951 3.60753 4.20754
N3 0.52911 6.66514 1.97534
C25 -0.07906 7.72002 2.77422
C26 0.41222 6.95419 0.55027
N4 1.69264 4.37235 2.33243
C27 2.84140 5.26545 2.36415
C28 1.90847 3.28901 1.35405
H52 1.27851 4.87671 5.27487
H53 -0.27248 5.46623 5.89722
H54 0.67433 6.48594 4.84513
H55 -0.17501 2.82651 4.33444
H56 -1.60514 3.30186 3.40081
H57 -1.54063 3.66040 5.11844
H58 -1.15939 7.58811 2.91745
H59 0.08339 8.67903 2.27910
H60 0.39272 7.80602 3.75061
H61 -0.62560 7.10537 0.23556
H62 0.81558 6.13351 -0.04645
H63 0.99049 7.85115 0.31474
H64 3.00244 5.80889 1.42780
H65 3.71796 4.64292 2.56241
H66 2.76307 5.98570 3.17403
H67 1.94963 3.65573 0.32139
H68 1.10234 2.55585 1.41897
H69 2.83963 2.76865 1.57243
O10 0.23676 -0.29192 5.84938
P3 -1.12483 -0.86355 5.74978
N5 -1.64296 -0.84845 7.37405
C29 -2.67066 -1.71508 7.90284
C30 -1.71739 0.48399 7.94660
N6 -0.83609 -2.49026 5.24325
C31 -0.48623 -3.48888 6.24298
C32 0.09725 -2.51545 4.12091
N7 -2.66798 -0.67063 5.00803
C33 -3.35989 -1.83636 4.48162
C34 -2.71897 0.44585 4.03174
H70 -3.68776 -1.41176 7.60737
H71 -2.61892 -1.69264 8.99426
H72 -2.52402 -2.74877 7.60889
H73 -2.62689 1.02005 7.63179
H74 -0.85026 1.07153 7.64762
H75 -1.71355 0.42194 9.03690
H76 0.26292 -3.13694 6.96409
H77 -0.08633 -4.37020 5.73888
H78 -1.36252 -3.83090 6.79088
H79 1.13673 -2.37525 4.43694
H80 -0.13728 -1.72407 3.40380
H81 0.00977 -3.47197 3.59929
H82 -2.88904 -2.26466 3.59186
H83 -4.36918 -1.50778 4.22039
H84 -3.45312 -2.61755 5.23187
H85 -2.16273 0.23770 3.11354
H86 -2.30230 1.34950 4.48374
H87 -3.75299 0.66213 3.76269

Summary:
Calculated total energy in Ha: -3557.26689
Frontier orbital gap in eV: 6.59
Molecular weight in g/mol: 868.7
LUMO in eV: 2.0
Charge: -1

Results of the Mulliken charge analysis, in e, for atoms 1 through 99:
1 C -1.1082
2 C -0.4901
3 C -0.9128
4 C -0.8444
5 C -0.1670
6 C -1.3758
7 C -0.7890
8 C -0.8162
9 C -0.5369
10 C -1.7122
11 P 2.0092
12 C -1.9868
13 C 0.0963
14 C -1.3950
15 C 0.4438
16 C -0.7944
17 O -0.4751
18 C -0.7063
19 O -0.6480
20 C -1.1807
21 C -0.1033
22 O -0.3021
23 C -0.2428
24 C -0.9282
25 O -0.1969
26 C 0.3311
27 B 0.8219
28 N -0.4366
29 O -0.3552
30 C -0.2745
31 B 1.0622
32 O -0.6060
33 O -0.7185
34 O -0.8264
35 H 0.2424
36 H 0.3012
37 H 0.3945
38 H 0.3605
39 H 0.3372
40 H 0.3853
41 H 0.4191
42 H 0.3889
43 H 0.4426
44 H 0.5549
45 H -0.0714
46 H 0.4656
47 H 0.4101
48 H 0.3304
49 H 0.5921
50 H 0.6187
51 H 0.4059
52 H 0.6258
53 H 0.1131
54 H 0.4130
55 H 0.4933
56 H -0.2428
57 H 0.8050
58 H 0.5954
59 H 0.4567
60 H -0.1147
61 H 0.3709
62 H 0.4675
63 H 0.4554
64 H -0.3313
65 H 0.3999
66 H 0.3993
67 H 0.2876
68 H 0.2504
69 H 0.2564
70 H 0.5353
71 H 0.2228
72 H 0.6036
73 H -0.1248
74 H 0.3045
75 H 0.0622
76 H 0.3531
77 H 0.2066
78 H 0.3542
79 H -0.5081
80 H 0.2483
81 H 0.1269
82 H 0.1747
83 H -0.0736
84 H 0.2419
85 H 0.2442
86 O -0.9602
87 P 0.8807
88 N 0.1299
89 C -0.9622
90 C -1.4777
91 N 0.2558
92 C -1.0708
93 C -1.1341
94 N 0.1763
95 C -0.9242
96 C -1.1299
97 H 0.3041
98 H 0.3549
99 H 0.2242

***

2.
ORCA calculation (ωB97M-V/def2-TZVPD) on a cluster of 12 separate species, C34H88ClINO15 in total.

CARTESIAN COORDINATES (ANGSTROEM)
C1 0.28562 8.73951 0.52893
O1 1.31000 8.18507 1.31619
C2 1.55155 6.80328 1.06327
C3 2.28779 6.58785 -0.23709
C4 2.54880 5.13595 -0.59331
C5 1.29244 4.32993 -0.91531
N1 1.49611 2.90699 -0.90449
C6 0.85015 2.19354 -1.99261
C7 -0.67189 2.21992 -2.06896
O2 -1.00039 1.80496 -3.41602
C8 1.66526 2.13463 0.32399
I1 1.12818 3.20039 2.14598
C9 3.14613 1.76663 0.42577
C10 3.64256 1.05252 1.67566
C11 4.54970 1.93940 2.52427
Cl1 4.22370 1.88805 4.28416
C12 0.79762 0.79171 0.34312
O3 -0.37067 0.90263 0.72925
O4 1.41378 -0.20895 -0.06396
H1 -0.45331 7.98878 0.25350
H2 0.68449 9.19466 -0.37648
H3 -0.20691 9.50561 1.11698
H4 0.60431 6.26696 1.07872
H5 2.15456 6.43579 1.88378
H6 3.25461 7.07644 -0.12584
H7 1.78432 7.08761 -1.06458
H8 3.08227 4.65725 0.22306
H9 3.18591 5.07452 -1.47073
H10 1.03254 4.57672 -1.94298
H11 0.43981 4.66600 -0.32249
H12 1.20114 1.17189 -2.01550
H13 1.17798 2.63528 -2.93159
H14 -1.08283 3.20843 -1.89131
H15 -1.10410 1.47994 -1.41838
H16 -1.56716 2.45472 -3.82869
H17 3.71271 2.67748 0.25143
H18 3.29771 1.13212 -0.43840
H19 4.25243 0.22073 1.33641
H20 2.84250 0.61285 2.25682
H21 4.43312 2.97724 2.24547
H22 5.59066 1.68294 2.38640
C13 3.06704 2.31850 -6.87643
C14 3.81142 3.07999 -5.79322
O5 3.28400 2.82838 -4.50075
H23 2.00846 2.57692 -6.85802
H24 3.46926 2.54587 -7.86580
H25 3.14640 1.24168 -6.71343
H26 3.71719 4.15412 -5.94953
H27 4.87884 2.82787 -5.81930
H28 3.35415 1.88718 -4.31464
C15 -1.78068 -1.46300 -1.55478
C16 -3.10608 -0.94926 -1.04549
O6 -3.24079 0.39731 -1.47496
H29 -0.98654 -0.80001 -1.20716
H30 -1.58461 -2.47235 -1.19215
H31 -1.75613 -1.47053 -2.64811
H32 -3.08319 -0.90899 0.04257
H33 -3.96059 -1.57709 -1.35148
H34 -3.27681 0.42608 -2.43925
C17 0.80595 -3.46217 -0.21172
C18 2.28608 -3.13170 -0.20093
O7 2.59339 -2.01745 -1.02927
H35 0.47277 -3.67786 -1.22779
H36 0.57855 -4.32196 0.42230
H37 0.23502 -2.60703 0.14897
H38 2.87358 -3.96928 -0.58127
H39 2.61639 -2.92305 0.82400
H40 2.10352 -1.24565 -0.69860
C19 -2.25718 -7.16507 0.14530
C20 -2.11293 -6.11187 1.22859
O8 -2.32105 -4.80188 0.71008
H41 -1.55497 -6.96659 -0.66523
H42 -2.06710 -8.16555 0.53811
H43 -3.26471 -7.14313 -0.27889
H44 -1.10412 -6.12273 1.63656
H45 -2.81236 -6.30483 2.04956
H46 -3.21050 -4.75915 0.34891
C21 -5.65347 3.47504 -5.11225
C22 -4.41227 2.59978 -5.13739
O9 -3.89045 2.37675 -3.83445
H47 -5.43050 4.43441 -4.64413
H48 -6.03022 3.65513 -6.12095
H49 -6.44349 2.99549 -4.52958
H50 -3.61703 3.08171 -5.70626
H51 -4.63729 1.64028 -5.61685
H52 -4.58468 1.93467 -3.32435
C23 -6.91682 2.03576 -0.75547
C24 -7.19474 1.11479 -1.92772
O10 -5.99308 0.74212 -2.60296
H53 -6.39898 2.93328 -1.09334
H54 -7.84451 2.32911 -0.26177
H55 -6.27520 1.54413 -0.02246
H56 -7.81835 1.61236 -2.67076
H57 -7.72021 0.21404 -1.59116
H58 -5.41329 0.29953 -1.96507
C25 1.58088 -10.29729 1.02249
C26 1.20126 -8.92046 1.53743
O11 0.07999 -8.96714 2.41233
H59 0.73697 -10.75231 0.50390
H60 2.42629 -10.23916 0.33504
H61 1.85359 -10.95648 1.84958
H62 0.91292 -8.27006 0.71260
H63 2.05401 -8.46042 2.04886
H64 0.30533 -9.53015 3.16082
C27 -8.15855 -2.23679 -4.03037
C28 -6.64786 -2.28831 -4.18046
O12 -6.14806 -1.22125 -4.96969
H65 -8.63672 -2.26267 -5.01005
H66 -8.52609 -3.07704 -3.43834
H67 -8.46212 -1.31070 -3.53628
H68 -6.34553 -3.20548 -4.68460
H69 -6.17128 -2.27302 -3.19262
H70 -6.37461 -0.40401 -4.50863
C29 7.06741 3.22562 7.63107
C30 5.74486 2.57669 7.99918
O13 4.63035 3.31213 7.51377
H71 7.11154 4.24293 8.02200
H72 7.90989 2.65883 8.03149
H73 7.17637 3.27931 6.54558
H74 5.62782 2.53369 9.08178
H75 5.70773 1.55165 7.61405
H76 4.71411 3.34781 6.55544
C31 -1.93402 -10.65519 5.82813
C32 -1.78861 -11.68988 4.72842
O14 -0.47577 -11.70374 4.16989
H77 -1.69671 -9.66190 5.44676
H78 -2.95040 -10.64321 6.22301
H79 -1.25011 -10.86851 6.65327
H80 -2.45834 -11.46480 3.90090
H81 -2.03774 -12.68740 5.10572
H82 0.14507 -11.91759 4.87240
C33 6.30489 6.14493 3.56485
C34 5.03762 6.47258 2.79364
O15 4.15282 5.36426 2.72023
H83 6.81852 5.30017 3.10461
H84 6.98441 6.99897 3.58904
H85 6.06709 5.86768 4.59477
H86 5.27377 6.73392 1.76260
H87 4.52651 7.32871 3.24925
H88 3.90022 5.10298 3.61186

Summary:
Calculated total energy in Ha: -3289.42849
Frontier orbital gap in eV: 6.72
Molecular weight in g/mol: 913.4
LUMO in eV: 1.8
Charge: -1

Results of the Mulliken charge analysis, in e, for atoms 1 through 99:
1 C -0.7594
2 O -0.4383
3 C 0.0287
4 C -0.8586
5 C 0.7936
6 C -1.2654
7 N 1.2126
8 C -1.3588
9 C 0.2255
10 O -0.5647
11 C -0.4768
12 I 0.0554
13 C -0.9141
14 C -1.0045
15 C 0.2967
16 Cl -0.3028
17 C 0.0076
18 O -0.7180
19 O -0.6468
20 H 0.3212
21 H 0.2613
22 H 0.2710
23 H 0.4017
24 H -0.1659
25 H 0.2018
26 H 0.4512
27 H -0.5861
28 H 0.1919
29 H 0.5206
30 H 0.1966
31 H 0.5138
32 H 0.4065
33 H 0.3383
34 H -0.0051
35 H 0.2782
36 H 0.8446
37 H 0.2716
38 H 0.2515
39 H 0.5192
40 H -0.4533
41 H 0.4831
42 C -1.0396
43 C -0.3198
44 O -0.3886
45 H 0.2438
46 H 0.3621
47 H 0.3382
48 H 0.2701
49 H 0.2794
50 H 0.2320
51 C -0.3453
52 C -0.2887
53 O -0.6265
54 H -0.1081
55 H 0.1119
56 H 0.3758
57 H 0.3027
58 H 0.2165
59 H 0.2639
60 C -0.3061
61 C -0.6870
62 O -0.7183
63 H 0.2740
64 H 0.0709
65 H 0.1061
66 H 0.3727
67 H 0.2204
68 H 0.8943
69 C -1.0638
70 C -0.2084
71 O -0.4129
72 H 0.2218
73 H 0.3119
74 H 0.4246
75 H 0.1830
76 H 0.2948
77 H 0.2478
78 C -0.9300
79 C -0.2066
80 O -0.2509
81 H 0.2945
82 H 0.3725
83 H 0.0950
84 H 0.3438
85 H 0.2526
86 H 0.0116
87 C -1.2623
88 C -0.2560
89 O 0.0179
90 H 0.2759
91 H 0.3934
92 H 0.3308
93 H 0.3477
94 H 0.2728
95 H 0.0672
96 C -1.0442
97 C -0.1898
98 O -0.4029
99 H 0.2719

***

- Look up the charge of the second one.
  -1